A structure of composition C10H26FeN2O7P, computed with ωB97M-V/def2-TZVPD.

Output
Frontier orbital gap (alpha / beta) ... 4.1 / 4.1 eV
HOMO level (alpha / beta) ... -1.980 / -1.984 eV
Energy above the lowest of the compared OMol25 structures with the same formula, charge and spin ... 83.0 kJ/mol
LUMO (alpha / beta) ... 2.2 / 2.1 eV
Calculated total energy ... -71782.222 eV

Structure (ORCA input):
```
! wB97M-V def2-TZVPD RIJCOSX def2/J DEFGRID3
* xyz -1 5
Fe -0.7148 -0.3814 -0.2635
P -2.6357 -1.9079 0.8265
O -2.3051 -0.3003 0.8383
O -4.0888 -1.8669 0.3077
O -2.6467 -2.4335 2.2538
O -1.3919 -2.2989 -0.0561
C 1.0466 -2.0185 -3.7851
C 0.3653 -0.9979 -2.8804
C -1.1478 -1.1120 -3.0136
O -1.8031 -0.3162 -2.0483
C -3.1433 0.0126 -2.3638
N 0.8155 -1.3208 -1.4757
H 0.7261 -1.9904 -4.8313
H 0.9397 -3.0418 -3.4242
H 2.1283 -1.8428 -3.8218
H 0.6764 0.0259 -3.0864
H -1.5226 -2.1402 -2.9530
H -1.4316 -0.7432 -4.0127
H -3.5537 0.6114 -1.5576
H -3.7337 -0.9091 -2.3928
H -3.1862 0.5039 -3.3468
H 0.6852 -2.3178 -1.2906
H 1.8359 -1.2674 -1.4740
C 2.3358 0.2072 5.1769
O 2.1390 -0.2936 3.8751
C 2.4958 0.6295 2.8718
C 1.8639 0.1393 1.5684
N 0.3995 0.0099 1.5631
C -0.2785 1.2688 1.9158
C -0.1798 2.2663 0.7852
O -0.5680 1.7360 -0.4993
C -0.2253 2.5970 -1.5459
H 1.5855 0.9679 5.4294
H 3.3367 0.6461 5.2681
H 2.1954 -0.6074 5.8836
H 3.5919 0.5653 2.7731
H 2.2389 1.6702 3.1006
H 2.3301 -0.8459 1.4492
H 2.2236 0.7264 0.7171
H 0.2334 -0.6579 2.3154
H 0.1009 1.7526 2.8295
H -1.2949 0.9636 2.1769
H 0.8520 2.6469 0.7124
H -0.8004 3.1465 0.9866
H 0.7968 2.4145 -1.8930
H -0.2948 3.6639 -1.3013
H -0.9914 2.4402 -2.3074
*
```

Atomic partial charges in e from the Löwdin method, atoms 1 to 6: 0.631, -0.007, -0.477, -0.472, -0.466, -0.461

***

A cluster of 2 separate species, C5H6N2 in total, computed with ωB97M-V/def2-TZVPD.

Output
Frontier orbital gap ... 9.4 eV
SMILES string ... C1=CCC=C1.N#N
HOMO level ... -8.350 eV
Energy above the lowest of the compared OMol25 structures with the same formula, charge and spin ... 167.9 kJ/mol
LUMO ... 1.0 eV
Calculated total energy ... -8260.619 eV

Structure (ORCA input):
```
! wB97M-V def2-TZVPD RIJCOSX def2/J DEFGRID3
* xyz 0 1
C 0.3722 -1.3633 0.3516
C 1.3376 -0.7715 -0.4145
C 1.0995 0.7004 -0.4863
C -0.0895 0.9190 0.2724
C -0.5525 -0.2655 0.7126
H 0.2680 -2.2422 0.8331
H 2.2580 -1.3402 -0.6411
H 2.0011 1.1995 -0.1527
H 0.7699 1.2087 -1.5295
H -0.4967 1.8588 0.2730
H -1.3279 -0.4358 1.4206
N -3.2853 0.3430 -0.0191
N -2.3545 0.1891 -0.6200
*
```

Atomic partial charges in e from the Löwdin method, atoms 1 to 6: -0.046, -0.085, -0.224, -0.181, -0.183, 0.060

***

An isolated molecule of C4H9NO, computed with ωB97M-V/def2-TZVPD.

Output
Frontier orbital gap ... 10.7 eV
SMILES string ... C[C@@H](N)[C@@H]1CO1
HOMO level ... -9.696 eV
Energy above the lowest of the compared OMol25 structures with the same formula, charge and spin ... 331.0 kJ/mol
LUMO ... 1.0 eV
Calculated total energy ... -7828.890 eV

Structure (ORCA input):
```
! wB97M-V def2-TZVPD RIJCOSX def2/J DEFGRID3
* xyz 0 1
C 1.4603 -1.1262 0.2311
C 0.7608 0.2611 -0.0084
N 1.4014 0.7610 -1.2302
C -0.7007 0.0084 -0.2025
C -1.7669 0.7471 0.5110
O -1.5928 -0.7110 0.8063
H 2.5378 -0.8248 0.1778
H 1.2121 -1.6281 1.2924
H 1.3089 -1.8538 -0.6047
H 0.7701 0.9407 0.8670
H 1.1506 1.8295 -1.5498
H 2.3764 0.7358 -1.1552
H -0.7793 -0.4531 -1.2662
H -1.5229 1.3665 1.3989
H -2.6419 0.9056 -0.1855
*
```

Atomic partial charges in e from the Löwdin method, atoms 1 to 6: -0.065, -0.458, 0.005, -0.284, -0.101, -0.094

***

A structure of composition C7H16AsB3ClF7O4P, computed with ωB97M-V/def2-TZVPD.

Output
Frontier orbital gap ... 8.6 eV
HOMO level ... -6.642 eV
LUMO ... 2.0 eV
Calculated total energy ... -119422.760 eV

Structure (ORCA input):
```
! wB97M-V def2-TZVPD RIJCOSX def2/J DEFGRID3
* xyz -1 1
C 1.3683 0.5467 2.8559
C -0.1893 0.6225 2.6986
F -0.6163 1.9558 2.7626
C -0.7838 -0.1547 1.4722
B -0.0769 0.1273 0.0656
O 0.7976 1.2058 -0.2473
B 1.6166 0.7279 -1.3262
C 2.0955 1.7022 -2.5355
C 0.9454 1.6140 -3.6394
C 1.3054 0.3620 -4.5525
Cl 0.2167 0.3764 -6.0203
O 2.0598 -0.6412 -1.4130
B 0.9135 -1.4620 -1.2052
P 0.9010 -3.3785 -1.1904
C 1.2504 -3.8547 0.6178
O 2.2493 -3.8612 -2.1555
O -0.3510 -0.8108 -1.0116
H 1.9474 0.9350 1.9832
H 1.7302 -0.4761 3.1479
H 1.6307 1.2172 3.7266
H -0.6194 0.1353 3.6199
H -1.8586 0.1954 1.3654
H -0.8667 -1.2601 1.6813
H 3.0220 1.2426 -2.9758
H 2.3065 2.7384 -2.1768
H -0.0769 1.4882 -3.1852
H 1.0022 2.5289 -4.2821
H 2.3967 0.3812 -4.8206
H 1.1294 -0.6116 -4.0349
H 0.3251 -3.6930 1.2339
H 1.6346 -4.9008 0.6778
H 1.9983 -3.1034 1.0004
H 1.9820 -3.8433 -3.0844
F -5.5165 2.9555 2.2687
As -4.4847 1.7089 2.9935
F -5.5293 1.6721 4.4263
F -3.4927 2.9670 3.7481
F -3.4481 0.4579 3.7155
F -3.4377 1.7402 1.5576
F -5.4767 0.4469 2.2377
*
```

Atomic partial charges in e from the Löwdin method, atoms 1 to 6: -0.045, -0.369, -0.022, 0.004, -0.458, 0.260

***

The ion CH3N4Si with charge -1, computed with ωB97M-V/def2-TZVPD.

Output
Frontier orbital gap ... 8.7 eV
HOMO level ... -4.853 eV
Energy above the lowest of the compared OMol25 structures with the same formula, charge and spin ... 58.8 kJ/mol
LUMO ... 3.9 eV
Calculated total energy ... -14923.094 eV

Structure (ORCA input):
```
! wB97M-V def2-TZVPD RIJCOSX def2/J DEFGRID3
* xyz -1 1
C -0.3873 0.0478 0.0509
N -2.4226 0.6477 -0.0604
N -1.2007 1.1376 0.0024
N -1.0816 -1.0882 0.0886
N -2.4851 -0.5964 -0.0283
Si 1.4858 0.0231 -0.0599
H 2.3301 -0.1141 -1.2748
H 1.8044 -1.2780 0.6219
H 1.9570 1.2206 0.6596
*
```

Atomic partial charges in e from the Löwdin method, atoms 1 to 6: -0.712, -0.228, -0.110, -0.069, -0.132, 0.578

***

An isolated molecule of C23H30N6O, computed with ωB97M-V/def2-TZVPD.

Output
Frontier orbital gap ... 9.1 eV
SMILES string ... CC(C)(C)c1ccc(-n2ncc3c2CCC[C@H]3NC(=O)CCCn2cncn2)cc1
HOMO level ... -8.471 eV
Energy above the lowest of the compared OMol25 structures with the same formula, charge and spin ... 33.6 kJ/mol
LUMO ... 0.6 eV
Calculated total energy ... -35327.142 eV

Structure (ORCA input):
```
! wB97M-V def2-TZVPD RIJCOSX def2/J DEFGRID3
* xyz 0 1
C -8.0987 -0.3282 -0.8334
C -7.2465 0.1692 0.3371
C -7.6379 -0.6302 1.5882
C -7.5528 1.6580 0.5529
C -5.7563 -0.0026 0.0902
C -4.8477 0.4132 1.0607
C -3.4848 0.2690 0.8924
C -2.9873 -0.2897 -0.2777
N -1.6129 -0.4838 -0.4897
N -1.2045 -1.6402 -1.0338
C 0.1036 -1.5664 -1.1396
C 0.5684 -0.3261 -0.6725
C -0.5632 0.3442 -0.2522
C -0.5746 1.7524 0.2276
C 0.8391 2.1156 0.6939
C 1.8882 1.7373 -0.3528
C 1.9542 0.2238 -0.5845
N 2.6905 -0.4329 0.4876
C 3.5413 -1.4527 0.2716
O 3.8273 -1.8662 -0.8340
C 4.1648 -2.0265 1.5382
C 5.3236 -1.1554 2.0330
C 6.3515 -0.8760 0.9311
N 5.9482 0.2360 0.1138
C 5.7504 0.3138 -1.2123
N 5.4179 1.5380 -1.5489
C 5.4246 2.1955 -0.3741
N 5.7386 1.4443 0.6547
C -3.8786 -0.7244 -1.2495
C -5.2405 -0.5809 -1.0641
H -9.1514 -0.1735 -0.6056
H -7.9463 -1.3911 -1.0048
H -7.8689 0.2180 -1.7452
H -8.7070 -0.5421 1.7691
H -7.3959 -1.6821 1.4523
H -7.1133 -0.2713 2.4692
H -7.0232 2.0523 1.4156
H -8.6190 1.8003 0.7148
H -7.2568 2.2333 -0.3218
H -5.2030 0.8489 1.9823
H -2.8157 0.5639 1.6861
H 0.6714 -2.3810 -1.5414
H -1.2878 1.9102 1.0366
H -0.8702 2.4079 -0.5991
H 0.8927 3.1876 0.8910
H 1.0497 1.5972 1.6328
H 2.8714 2.0948 -0.0431
H 1.6401 2.2195 -1.2996
H 2.5133 -0.0014 -1.4996
H 2.4474 -0.1783 1.4315
H 3.4106 -2.1198 2.3212
H 4.5389 -3.0222 1.2942
H 4.9551 -0.1946 2.3984
H 5.8192 -1.6653 2.8607
H 7.3168 -0.6292 1.3858
H 6.4686 -1.7448 0.2805
H 5.8353 -0.5185 -1.8785
H 5.2033 3.2395 -0.2838
H -3.4879 -1.1861 -2.1426
H -5.8969 -0.9320 -1.8429
*
```

Atomic partial charges in e from the Löwdin method, atoms 1 to 6: -0.067, -0.562, -0.044, -0.045, -0.180, -0.029

***

Question: calculated total energy of number 5 (CH3N4Si)?
Answer: -14923.094 eV

***

Question: Look up the calculated total energy of the fourth one.
Answer: -119422.760 eV

***

Question: Among the records above, which one has the highest calculated total energy?
Answer: C4H9NO

***

Question: What is the formula in the first record?
Answer: C10H26FeN2O7P